# C16H28N2O5S

The molecule C16H28N2O5S at a distorted geometry (the ωB97M-V functional and the def2-TZVPD basis, the Open Molecules 2025 dataset).

```
52
Properties=species:S:1:pos:R:3:mulliken_charge:R:1
O 0.167 0.963 -1.112 -0.65
O -5.119 0.788 -1.666 -0.61
C -3.242 -0.345 -0.663 1.28
C -7.282 0.750 0.720 -1.12
H -4.300 -2.233 -0.646 0.39
C 1.364 -1.039 -0.512 0.32
N -0.943 -0.502 0.166 0.27
C -6.048 1.639 0.694 -0.32
H -3.948 -1.573 0.958 0.34
C 3.084 0.606 -1.416 -1.22
H 5.153 2.727 0.539 0.28
C -2.124 0.337 0.137 -1.64
C -4.502 0.499 -0.675 -0.19
O 5.309 -1.166 -0.973 -0.70
C 2.770 0.434 0.969 -1.41
S 5.174 -0.130 0.016 1.14
C 6.160 2.321 0.602 -1.12
H 6.878 3.119 0.428 0.39
H -2.462 -3.497 0.514 0.41
H -6.107 2.345 -0.141 0.34
H 1.799 -0.645 -2.593 0.45
O 5.379 -0.493 1.390 -0.69
H 2.386 1.443 -1.496 0.60
C 6.326 1.209 -0.406 -0.44
H 3.079 -1.511 -1.716 0.50
H -5.931 2.182 1.634 0.32
H -1.546 -1.590 1.817 0.29
O -4.852 0.868 0.561 -0.31
H -8.167 1.360 0.880 0.40
H 3.873 0.715 -2.160 0.43
H -7.382 0.227 -0.228 0.31
H -2.920 -0.471 -1.701 0.22
H -1.906 -2.747 -0.988 0.34
H -1.847 1.285 -0.325 0.53
C 2.097 -0.931 0.835 -0.61
C -1.190 -1.778 0.796 -0.83
N 3.705 0.670 -0.109 0.16
H 1.412 -1.080 1.671 0.56
C 2.341 -0.710 -1.649 -1.27
H 2.026 1.235 0.947 0.48
H 7.319 0.768 -0.381 0.43
H 6.308 1.920 1.602 0.29
H 2.877 -1.696 0.879 0.44
C -2.267 -2.544 0.022 -0.75
H 3.336 0.484 1.899 0.50
H 1.020 -2.067 -0.663 0.61
H 6.086 1.516 -1.419 0.32
H -0.281 -2.371 0.860 0.50
C 0.153 -0.108 -0.531 0.37
H -7.205 0.019 1.522 0.29
C -3.547 -1.717 -0.048 -0.95
H -2.465 0.515 1.162 0.35
```

Calculated values
Energy relative to the best compared isomer or geometry (same formula, charge and spin) in kJ/mol: 0.00
F_max in eV/Å: 1.09
Structure (SMILES): CCOC(=O)[C@@H]1CCCN(C(=O)C2CCN(S(=O)(=O)CC)CC2)C1
Frontier orbital gap in eV: 10.0
Total charge: 0

***

# C16H28NNd

A structure of composition C16H28NNd at a distorted geometry (the ωB97M-V functional and the def2-TZVPD basis, the Open Molecules 2025 dataset).

```
46
Properties=species:S:1:pos:R:3:mulliken_charge:R:1
H 0.224 2.909 -2.161 0.29
H 1.375 -1.210 2.729 0.50
H 3.548 -0.093 -2.941 0.38
C -0.787 4.162 2.884 -0.22
H -1.239 -0.871 1.026 0.29
H 0.856 -3.604 3.410 0.38
H 3.448 -1.019 -1.454 0.29
H -2.349 4.679 4.358 0.34
C 1.044 -1.906 1.915 -0.06
C 0.768 -1.454 -1.836 0.63
C -1.913 1.075 -2.350 -1.65
H 2.326 -2.815 -1.207 0.27
H 2.451 -3.426 2.693 0.41
H -2.869 3.543 3.106 0.35
H -2.675 -1.522 -1.504 0.37
N 0.008 2.175 1.340 -0.42
H 0.058 4.438 3.556 0.29
H -2.109 1.128 -3.446 0.33
H -1.878 2.125 -1.998 0.34
C 3.028 -0.153 -1.984 -1.46
H -0.880 -2.591 1.089 0.30
C 1.373 -3.348 2.467 -1.36
Nd 0.606 0.154 0.241 1.27
H 1.738 -1.797 1.018 0.08
H 1.138 2.455 -3.597 0.36
C -2.030 3.823 3.747 -1.10
H 1.294 -3.453 -2.498 0.36
C 1.011 2.237 -2.534 -1.27
C -0.685 0.321 -2.053 0.38
H -0.957 -1.471 2.610 0.46
H -1.788 2.996 4.432 0.33
C 1.554 -0.266 -2.124 0.49
C 1.291 -2.826 -1.581 -1.15
C 0.663 0.817 -2.283 0.66
H -0.991 5.076 2.289 0.31
H 1.959 2.495 -2.044 0.28
H -1.894 -2.463 -2.752 0.38
H 1.169 -4.161 1.741 0.33
H 3.276 0.750 -1.429 0.41
C -0.593 -1.643 1.574 -0.87
C -0.608 -1.085 -1.806 -0.03
C -1.750 -2.027 -1.766 -1.48
H -1.576 -2.854 -1.080 0.34
H -2.818 0.590 -1.918 0.36
C -0.374 3.067 1.997 0.24
H 0.660 -3.361 -0.845 0.28
```

Calculated values
<S²>: 3.765
F_max in eV/Å: 3.37
Frontier orbital gap (spin up / spin down) in eV: 7.5 / 7.6
Total charge: +2
Multiplicity: 4

***

# C16H29CuFInSSi

A structure of composition C16H29CuFInSSi at a distorted geometry (the ωB97M-V functional and the def2-TZVPD basis, the Open Molecules 2025 dataset).

```
50
Properties=species:S:1:pos:R:3:mulliken_charge:R:1
C -4.420 -0.146 -1.129 -0.54
C 4.632 -1.963 -0.474 -0.26
H -5.824 -4.293 -1.149 0.12
H 4.640 2.846 1.207 0.34
H -3.480 1.609 0.079 0.18
H -6.567 0.230 1.848 -0.07
F -7.356 -3.529 2.280 -0.72
H 8.688 0.180 -0.412 0.33
H -1.517 -0.147 0.367 0.25
H 2.305 -0.021 2.942 0.32
H -4.114 -1.213 -0.753 0.35
H -3.202 1.654 -1.817 0.27
C 1.618 0.278 -0.107 -0.49
H -1.704 -0.611 -1.520 0.23
H 1.676 -0.387 -1.084 0.34
C 7.526 -1.991 -0.941 -0.23
C 7.671 -0.422 -0.461 -0.38
C -6.117 -0.451 1.010 -0.55
C 6.289 0.343 0.004 -0.09
H 1.061 -0.405 0.699 0.27
C -0.650 1.393 -1.237 -0.71
C -5.794 0.431 -0.372 -0.41
Cu -6.124 1.814 2.990 0.58
H -4.704 -0.231 -2.283 0.25
H -1.237 2.432 -1.243 0.34
Si 3.331 0.720 0.657 0.63
H 0.372 2.071 0.788 0.26
H 1.312 2.471 -0.796 0.31
H 2.844 3.239 0.573 0.30
C 0.660 1.616 -0.276 -0.66
H 6.041 -3.883 -1.285 0.33
H 6.390 1.471 0.377 0.22
C 3.833 2.601 0.392 -1.08
H -5.707 1.556 -0.061 0.26
H -9.224 -1.678 0.416 -0.23
C 4.793 -0.404 0.007 0.37
C 6.034 -2.743 -0.944 -0.34
C -3.232 0.951 -0.856 -0.54
H 3.606 1.453 3.135 0.32
In -7.522 -2.225 0.599 0.94
H 3.587 -2.500 -0.446 0.36
H 8.526 -2.546 -1.242 0.35
H -0.282 1.234 -2.346 0.27
H 4.181 -0.328 2.880 0.33
S -6.835 -3.396 -1.527 -0.57
C -1.715 0.264 -0.711 -0.38
H -5.090 -0.908 1.365 0.31
H 4.238 2.786 -0.710 0.29
H -6.757 0.328 -1.035 0.31
C 3.322 0.449 2.602 -1.10
```

Calculated values
<S²>: 0.817
Energy relative to the best compared isomer or geometry (same formula, charge and spin) in kJ/mol: 1154.56
F_max in eV/Å: 5.13
Frontier orbital gap (spin up / spin down) in eV: 3.9 / 1.7
Total charge: +1
Multiplicity: 2

***

# C16H29F7O6PS

A cluster of 3 separate species, C16H29F7O6PS in total (the ωB97M-V functional and the def2-TZVPD basis, the Open Molecules 2025 dataset).

```
60
Properties=species:S:1:pos:R:3:mulliken_charge:R:1
C 0.505 -2.710 -4.201 0.03
C -4.094 2.499 0.793 -0.67
H 3.657 1.721 2.863 0.43
O 2.368 -0.321 -0.370 -0.57
F -3.857 -3.389 -2.675 -0.24
C -1.904 1.620 -0.162 -0.76
F -3.549 -3.016 -4.784 -0.24
O -0.926 -2.602 -4.393 -0.34
F 4.910 -2.548 -0.570 -0.25
H -4.671 3.931 2.341 0.41
H 0.729 -2.428 -3.173 0.11
H 1.013 4.602 2.358 0.34
C 0.226 -0.526 1.749 0.45
H 0.289 -1.489 2.263 0.52
C 1.028 -4.089 -4.529 -1.26
H 2.112 -4.105 -4.424 0.38
H 0.770 -4.360 -5.553 0.35
H 2.840 0.280 2.234 -0.60
H 0.605 -4.839 -3.864 0.33
H 0.514 0.544 5.511 0.28
C 3.790 0.815 2.272 -0.12
O -1.192 -3.595 -2.399 -0.53
C -3.165 1.285 0.629 -0.13
F 4.620 -1.411 -2.393 -0.26
H 1.217 -0.338 1.321 -0.85
H -1.429 2.502 0.278 0.16
C -1.627 -3.061 -3.377 0.40
C 4.033 -1.833 -1.271 0.92
H 0.097 0.891 -0.446 0.10
H -5.110 2.185 0.565 0.33
P -0.051 0.627 3.048 0.53
F -3.299 -1.407 -3.347 -0.25
H 3.540 1.790 0.349 0.29
C -0.856 -0.658 0.657 -0.96
H -3.681 0.447 0.160 0.36
H -1.081 0.025 -1.363 0.44
H 5.205 1.717 0.920 0.38
H -3.796 3.298 0.116 0.35
O 1.173 2.929 3.292 -0.17
H -2.893 0.937 1.631 0.08
F -1.455 0.452 3.662 -0.17
H -0.570 -1.569 0.133 0.33
C 3.528 -0.621 -0.447 0.25
H -1.819 -0.871 1.117 0.63
C -3.124 -2.725 -3.559 0.88
H 0.467 2.298 1.459 0.56
O 1.757 4.012 2.562 -0.34
H -2.230 1.956 -1.147 0.49
C 0.163 2.351 2.509 -0.62
H -3.069 3.197 2.573 0.11
F 3.004 -2.609 -1.595 -0.21
C -0.909 0.465 -0.385 -0.40
C 4.264 1.176 0.882 -0.42
H 0.937 -1.962 -4.861 0.39
C -4.092 3.019 2.229 -0.99
H -4.509 2.261 2.893 0.31
H 4.518 0.176 2.770 0.37
H -0.791 2.888 2.555 0.60
S 1.317 0.191 4.497 -0.21
O 4.553 -0.005 0.100 -0.30
```

Calculated values
Energy relative to the best compared isomer or geometry (same formula, charge and spin) in kJ/mol: 0.00
F_max in eV/Å: 0.84
Frontier orbital gap in eV: 10.0
Total charge: +1